This record from the Open Molecules 2025 dataset describes a 2-piece molecular cluster, C7H9N2O overall. The level of theory is the ωB97M-V functional and the def2-TZVPD basis.

Properties
Strongest force on any atom = 4.211 eV/Å
LUMO = -3.99 eV
Gap between HOMO and LUMO = 9.67 eV
Charge = +1
ΔE to the lowest compared entry with this formula, charge and spin = 0.9694 eV
HOMO level = -13.7 eV

Geometry (Å):
C  1.347  -1.865  -0.504
C  0.117  -1.499  -0.185
C  2.439  -0.917  -0.555
C  2.127  0.307  -0.183
C  -0.267  -0.193  0.148
C  -4.282  -0.631  -0.068
C  0.568  2.131  0.445
N  0.792  0.698  0.116
N  -1.586  0.124  0.334
O  -5.359  -0.915  -0.222
H  1.659  -2.915  -0.816
H  -0.709  -2.251  -0.127
H  3.419  -1.207  -0.868
H  2.744  1.165  -0.002
H  -2.094  0.976  0.005
H  0.220  2.849  -0.380
H  -0.330  2.190  1.240
H  1.316  2.598  1.056
H  -2.122  -0.645  0.564

---

This record from the Open Molecules 2025 dataset describes an isolated ion of composition C7H9N2O and charge +1. The level of theory is the ωB97M-V functional and the def2-TZVPD basis.

Properties
Strongest force on any atom = 5.010 eV/Å
LUMO (alpha / beta) = -5.50 / -5.50 eV
Gap between HOMO and LUMO (alpha / beta) = 6.74 / 6.73 eV
Charge = +1
ΔE to the lowest compared entry with this formula, charge and spin = 4.5337 eV
HOMO level (alpha / beta) = -12.2 / -12.2 eV

Geometry (Å):
C  -1.071  1.747  0.417
C  -1.979  0.833  0.090
C  0.978  0.324  0.435
C  -0.654  -1.130  0.620
C  -2.610  -1.339  -0.586
C  0.332  1.545  0.900
C  2.817  -1.172  -0.276
N  2.053  -0.068  0.115
N  -1.841  -0.565  0.142
O  -0.475  -2.154  1.177
H  -1.374  2.781  0.340
H  -2.952  1.142  -0.258
H  -2.556  -2.407  -0.456
H  -3.264  -0.926  -1.337
H  0.949  2.405  0.613
H  0.317  1.502  1.999
H  3.823  -0.828  -0.514
H  2.384  -1.658  -1.151
H  2.871  -1.898  0.537

---

This record from the Open Molecules 2025 dataset describes a 2-piece molecular cluster, C7H9N2OP overall. The level of theory is the ωB97M-V functional and the def2-TZVPD basis.

Properties
Strongest force on any atom = 3.566 eV/Å
LUMO (alpha / beta) = -0.80 / -0.78 eV
Gap between HOMO and LUMO (alpha / beta) = 7.88 / 7.85 eV
Charge = 0
ΔE to the lowest compared entry with this formula, charge and spin = 2.1482 eV
HOMO level (alpha / beta) = -8.7 / -8.6 eV

Geometry (Å):
C  2.948  0.615  -1.925
C  2.200  0.325  -3.031
C  0.945  0.574  -1.279
C  -1.096  -1.300  2.260
C  -0.877  -0.074  2.706
C  -1.510  -1.491  0.839
C  -1.050  1.076  1.772
N  2.139  0.758  -0.827
N  0.896  0.288  -2.596
O  -2.764  0.665  -0.455
P  -1.515  0.243  0.183
H  4.008  0.732  -1.830
H  2.469  0.142  -4.055
H  -0.986  -2.172  2.887
H  -0.570  0.130  3.721
H  -0.822  -2.139  0.298
H  -2.522  -1.898  0.745
H  -1.845  1.759  2.083
H  -0.124  1.642  1.658
H  0.074  0.125  -3.153

---

This record from the Open Molecules 2025 dataset describes an isolated ion of composition C7H9N2OS2 and charge +1. The level of theory is the ωB97M-V functional and the def2-TZVPD basis.

Properties
Strongest force on any atom = 5.705 eV/Å
LUMO = -4.92 eV
Gap between HOMO and LUMO = 7.95 eV
Charge = +1
ΔE to the lowest compared entry with this formula, charge and spin = 3.0768 eV
HOMO level = -12.9 eV

Geometry (Å):
C  -0.989  0.961  1.634
N  -1.232  0.097  0.467
C  -2.547  0.275  -0.082
S  -3.278  1.663  -0.529
S  -3.411  -1.216  -0.360
N  -0.806  -1.243  0.676
C  -0.148  -0.679  -0.503
C  1.254  -0.390  -0.521
C  2.056  0.008  -1.553
C  3.332  0.080  -1.079
C  3.208  0.024  0.292
O  1.975  -0.286  0.639
H  -1.393  1.963  1.439
H  -1.528  0.626  2.422
H  0.149  1.187  1.753
H  -4.591  -0.624  -0.494
H  -1.632  -1.857  0.550
H  -0.541  -0.893  -1.491
H  1.755  -0.015  -2.622
H  4.305  0.295  -1.611
H  4.062  0.024  0.975

---

This record from the Open Molecules 2025 dataset describes a single C7H9N3 molecule. The level of theory is the ωB97M-V functional and the def2-TZVPD basis.

Properties
Strongest force on any atom = 16.145 eV/Å
LUMO = 1.00 eV
Gap between HOMO and LUMO = 9.80 eV
Charge = 0
ΔE to the lowest compared entry with this formula, charge and spin = 7.8552 eV
HOMO level = -8.8 eV

Geometry (Å):
C  -4.103  0.496  -0.332
N  -2.910  -0.381  0.289
N  -1.783  0.002  -0.163
N  -0.907  -0.724  0.281
C  0.516  -0.294  0.100
C  1.465  -1.326  -0.129
C  2.804  -0.893  -0.201
C  3.211  0.494  -0.214
C  2.178  1.419  0.062
C  0.818  1.032  0.241
H  -4.686  -0.151  -0.944
H  -3.633  1.337  -0.748
H  -4.664  0.892  0.184
H  -0.970  -1.107  1.120
H  1.126  -2.154  0.121
H  3.809  -1.728  -0.395
H  4.291  0.984  -0.179
H  2.395  2.517  0.260
H  0.193  1.561  0.574

---

This record from the Open Molecules 2025 dataset describes a single C7H9N3O2 molecule. The level of theory is the ωB97M-V functional and the def2-TZVPD basis.

Properties
Strongest force on any atom = 3.993 eV/Å
LUMO = -0.03 eV
Gap between HOMO and LUMO = 9.04 eV
Charge = 0
ΔE to the lowest compared entry with this formula, charge and spin = 5.8610 eV
HOMO level = -9.1 eV

Geometry (Å):
C  0.231  3.584  0.688
C  0.798  1.543  0.576
C  -1.311  -1.345  -0.378
C  -0.238  -0.772  -1.209
C  0.708  0.103  0.511
C  -2.434  -2.240  -0.788
C  1.996  -0.664  0.577
N  1.336  3.556  0.089
N  1.769  2.270  0.067
N  -1.243  -1.208  0.856
O  -0.238  2.341  0.915
O  -0.255  -0.283  1.350
H  -0.426  4.382  0.962
H  0.657  -1.287  -1.365
H  -0.438  -0.072  -1.951
H  -2.001  -3.089  -1.372
H  -3.207  -1.781  -1.483
H  -2.977  -2.564  0.166
H  2.400  -0.612  1.581
H  2.801  -0.240  -0.006
H  2.070  -1.620  0.213

---

> Which of these has the highest strongest force on any atom?

C7H9N3

---

> The highest strongest force on any atom belongs to which entry?

C7H9N3

---

> What is the formula in the second record?

C7H9N2O